C45H100B2F26N14O22S6 | wB97M-V/def2-TZVPD

Structure (XYZ):
```
215
Properties=species:S:1:pos:R:3
C 5.27542 4.99378 6.01407
C 4.51857 4.29582 7.08112
O 4.80650 3.50386 7.89641
N 3.04606 4.82245 7.09885
H 3.07485 5.83273 7.29261
H 2.67250 4.70100 6.17833
C 2.05950 4.25899 8.01247
H 5.09662 4.42050 5.12043
H 6.29487 5.16153 6.35117
H 4.82626 5.97521 5.97539
H 2.18074 3.14838 8.08412
H 1.07925 4.45375 7.57004
H 2.20092 4.60799 9.07608
C 9.79569 -2.06604 2.50598
C 9.16795 -1.27301 1.49117
O 9.40868 -1.27257 0.35638
N 8.17153 -0.16926 2.01124
H 7.36207 -0.75910 2.31899
H 8.50308 0.14430 2.90298
C 7.76718 0.86128 1.08001
H 10.78072 -1.62020 2.76328
H 10.06105 -3.01754 2.06964
H 9.18928 -2.18940 3.37832
H 6.67468 0.88807 1.10226
H 8.05175 0.43721 0.13332
H 8.17320 1.84020 1.37298
C -1.60436 -4.47824 -4.70842
C -0.92715 -4.94503 -5.91060
O -1.44566 -5.47375 -6.85577
N 0.55454 -4.89772 -5.91036
H 0.82519 -3.91253 -5.59219
H 0.91965 -5.35923 -5.06328
C 1.36057 -5.37142 -7.12056
H -1.31385 -3.50073 -4.32188
H -1.34001 -5.18532 -3.91992
H -2.67407 -4.39222 -4.75512
H 2.43167 -5.24654 -6.81827
H 0.98073 -4.83532 -7.97791
H 1.06168 -6.39175 -7.32788
C 7.30746 -6.21744 0.73809
C 6.50520 -4.93660 0.91367
O 7.00427 -3.88492 0.66494
N 5.02385 -4.94469 1.23777
H 4.92924 -5.76278 1.84775
H 4.70437 -4.01180 1.65176
C 4.26165 -5.20629 -0.08009
H 6.71385 -7.12710 0.95559
H 8.19932 -6.26477 1.33643
H 7.57743 -6.11086 -0.30744
H 3.16596 -5.20442 0.12198
H 4.49181 -6.18614 -0.47222
H 4.40195 -4.29669 -0.67690
C -9.24676 -6.96448 -4.28594
C -8.83897 -6.06793 -5.39944
O -7.88622 -5.52087 -5.70184
N -10.10837 -5.94520 -6.41792
H -11.07699 -6.04869 -6.07132
H -9.96519 -4.99981 -6.74953
C -10.02540 -7.00642 -7.51735
H -9.77602 -7.81571 -4.69154
H -9.93576 -6.46125 -3.57204
H -8.35231 -7.35348 -3.84619
H -10.18559 -7.94381 -7.03344
H -9.09514 -6.91216 -8.11176
H -10.83056 -6.78665 -8.20022
C -10.73535 -2.38180 2.96355
C -9.98574 -1.15629 2.61532
O -9.14889 -0.93240 1.81381
N -10.44437 0.15508 3.43671
H -11.33700 0.33534 3.06393
H -10.66476 -0.18289 4.35278
C -9.42044 1.23976 3.48331
H -10.94476 -2.92921 2.06890
H -11.63842 -2.06377 3.50360
H -10.07403 -2.91480 3.59843
H -9.69471 2.07018 4.10104
H -9.21741 1.50776 2.45787
H -8.56719 0.77024 3.91246
C 4.13453 8.18535 0.55578
C 4.71613 6.93562 0.01824
O 4.85617 5.94021 0.54123
N 5.30869 7.09857 -1.39522
H 5.06627 6.32399 -2.05416
H 4.92504 7.91821 -1.84733
C 6.86295 6.98725 -1.34324
H 4.87817 8.96317 0.72507
H 3.82737 7.83866 1.54121
H 3.31658 8.57069 -0.06395
H 7.14681 6.02121 -1.70367
H 7.09823 7.12839 -0.30515
H 7.34176 7.78989 -1.90990
C -3.62476 3.34122 2.57467
C -3.04654 2.24598 3.49742
O -3.81820 1.48442 4.05902
N -1.71302 2.33867 3.68487
H -5.87603 9.48306 3.85922
H -1.14671 2.81100 3.00673
C -0.94193 1.56869 4.64819
H -4.67960 3.15821 2.53580
H -3.07276 3.40301 1.62456
H -3.45830 4.26015 3.11755
H -0.98368 0.49000 4.45801
H -1.31921 1.81415 5.70429
H 0.11872 1.84697 4.55628
C -1.73256 -7.92710 4.13284
C -2.20753 -6.50544 4.60200
O -1.49781 -5.67411 4.98580
N -3.76263 -6.26774 4.59687
H -3.94915 -5.38882 5.11300
H -4.04733 -6.08426 3.53605
C -4.68320 -7.26602 5.18379
H -2.01702 -8.13557 3.10357
H -2.31680 -8.71526 4.64324
H -0.66362 -8.00122 4.30818
H -4.12584 -7.75131 5.98600
H -4.87375 -8.07000 4.53195
H -5.57725 -6.77117 5.53352
C -0.37021 7.02994 -6.29327
C 0.52134 8.14245 -6.58342
O 0.37361 9.32151 -6.55679
N 1.99435 7.73367 -6.90770
H 2.53730 8.03112 -6.10454
H 2.05700 6.72914 -6.94349
C 2.47218 8.16926 -8.29676
H 0.07505 6.50000 -5.45624
H -0.36730 6.36115 -7.18085
H -1.32934 7.39524 -5.93161
H 2.23556 9.21535 -8.35814
H 1.82855 7.61219 -9.01194
H 3.51789 7.89014 -8.46340
C -3.28275 -1.19500 0.95752
C -1.92621 -1.29792 0.24664
C -0.97860 -0.17961 0.77066
N 0.45126 -0.05820 0.06605
C 0.34688 -0.00915 -1.39714
C -0.46146 1.17114 -1.91830
C 0.12678 2.46088 -1.37798
C 0.46631 2.50772 0.10169
C 1.18518 1.21979 0.56622
C 1.11846 -1.29992 0.37136
H -4.09018 -1.69367 0.43794
H -3.58400 -0.14163 1.10419
H -3.23702 -1.64681 1.95932
H -2.13142 -1.09755 -0.84395
H -1.52233 -2.29966 0.27026
H -0.76645 -0.33075 1.84202
H -1.43094 0.83297 0.77447
H -0.12131 -0.90813 -1.77693
H 1.37017 0.04916 -1.80815
H -1.49053 1.15469 -1.59126
H -0.46797 1.03246 -2.97813
H -0.60166 3.28542 -1.58427
H 0.97137 2.69143 -2.02608
H -0.52530 2.54571 0.63882
H 1.11198 3.34876 0.33553
H 1.20232 1.08369 1.69471
H 2.18966 1.10076 0.12082
H 0.52222 -2.09151 -0.04890
H 1.22671 -1.39920 1.45310
H 2.12075 -1.16059 -0.06134
B 4.68375 -1.21328 2.38527
F 4.85528 -0.44700 1.24458
F 5.99582 -1.51608 2.84842
F 3.95754 -0.67140 3.34582
F 4.17143 -2.47724 2.02813
B 1.79497 -3.71891 -2.93053
F 2.95379 -3.36387 -2.35868
F 0.57592 -3.30068 -2.30977
F 1.79152 -3.09544 -4.21049
F 1.74684 -5.10501 -3.13178
C -3.25679 -8.65995 0.62271
F -4.30890 -9.01543 1.44238
F -2.22022 -9.35362 1.11001
F -3.44145 -9.00167 -0.66156
S -3.16927 -6.75700 0.72036
O -1.98706 -6.51593 1.51134
O -3.25025 -6.12071 -0.57952
N -4.31530 -6.28192 1.70137
S -5.47548 -5.23403 1.43919
O -6.05062 -4.95596 2.70576
O -5.04242 -4.14007 0.58924
C -6.77187 -6.10827 0.35971
F -7.30845 -6.98082 1.13949
F -7.63446 -5.19425 0.02745
F -6.33605 -6.67530 -0.73979
C 4.10679 4.24480 -5.79448
F 3.56468 2.96864 -5.73910
F 5.45302 4.06013 -5.90101
F 3.60645 4.87790 -6.77377
S 3.45647 5.15195 -4.30753
O 4.32228 6.20195 -3.77519
O 2.23965 5.74858 -4.83035
N 3.08425 3.93571 -3.35063
S 4.16888 3.28976 -2.37447
O 5.29250 4.10717 -2.00906
O 3.45663 2.49402 -1.36695
C 5.01005 1.88069 -3.31996
F 5.67289 2.21564 -4.33921
F 5.81578 1.34758 -2.35663
F 4.07328 1.02870 -3.56669
C -0.08448 6.42116 4.54998
F -0.19836 7.67986 4.77406
F -0.02336 5.81422 5.77306
F -1.10706 5.84586 3.97592
S 1.49160 6.03878 3.47213
O 2.64016 6.87243 3.65174
O 1.79274 4.65669 3.93411
N 0.87466 6.15130 1.97528
S 0.10602 7.35958 1.30343
O -0.63209 8.05619 2.30673
O 1.01383 7.98335 0.40296
C -1.08071 6.34416 0.32255
F -0.41288 5.41047 -0.35592
F -2.07974 5.83737 0.90168
F -1.54013 7.15773 -0.69487
```

E, a.u.: -9229.7701
LUMO energy, eV: -16.382
2S+1: 1
Charge: +6


C10H12NO4 | wB97M-V/def2-TZVPD

Structure (XYZ):
```
27
Properties=species:S:1:pos:R:3
C 0.03592 1.56204 -1.07941
C -1.10630 1.18192 -0.54966
C 1.36562 0.98461 -0.93795
C 1.62026 -0.19279 -0.40849
C 1.71966 -1.47664 0.04049
C -2.43363 -1.12757 -1.40326
C -1.52048 -1.10676 -0.09335
C 2.47948 1.95691 -1.37595
C -1.55044 -2.27804 0.81556
C -0.50817 0.07034 1.63601
N -1.09688 0.05260 0.33379
O 1.70808 -1.86324 1.22714
O -3.27090 -0.28762 -1.37009
O 1.81468 -2.46240 -0.92958
O -2.28972 -2.07815 -2.16009
H -0.12128 2.26945 -1.92111
H -1.97609 1.57275 -0.83390
H 2.19102 2.60803 -2.29656
H 3.31216 1.49179 -1.48895
H 2.36005 2.65379 -0.54045
H -1.80250 -2.02669 1.83190
H -0.48022 -2.44385 0.90449
H -1.98892 -3.24608 0.46692
H 0.07059 1.03243 1.58757
H -1.18127 -0.16578 2.47909
H 0.28548 -0.69489 1.72570
H 1.30385 -2.08254 -1.67551
```

E, a.u.: -743.8734
LUMO energy, eV: 3.411
2S+1: 1
Charge: -1


C33H48BFN17O4S | wB97M-V/def2-TZVPD

Structure (XYZ):
```
105
Properties=species:S:1:pos:R:3
C -0.98416 5.17052 0.59822
C -0.58252 3.80310 0.51209
N -0.55783 2.29933 0.41321
C 0.17552 1.83230 -0.84968
S 0.97911 2.90062 -2.17084
N 0.03305 0.32987 -0.72269
C -0.75108 0.05774 0.54532
N -1.08723 -1.19053 0.93846
B -1.88323 -1.68026 2.11073
C -1.30491 -1.92595 3.65651
O -3.33747 -2.01583 1.92359
C -0.56470 -2.30872 0.00560
O 0.32843 -3.15346 0.59147
N -1.03877 -2.49617 -1.42822
C 0.11044 -2.48849 -2.41881
O 1.22340 -3.26662 -2.31136
F 0.07934 -1.63329 -3.66420
N -1.08832 1.30673 1.26963
C -1.76633 1.73096 2.52159
C -3.38725 1.92397 2.15710
O -3.95319 2.96337 3.08045
H -1.16406 6.29669 0.94987
H -0.12302 3.55989 -2.80476
H -1.32141 -3.10852 3.80583
H -0.25206 -1.44827 3.84330
H -2.10756 -1.49127 4.41639
H -3.39463 -3.00713 1.68327
H -1.59258 -3.37962 -1.53997
H -1.43771 2.79368 2.95586
H -1.64396 0.99298 3.45207
H -3.93448 0.89160 2.24658
H -3.39481 2.33650 1.03744
H -4.00563 2.47937 3.95886
C 4.89327 2.40363 -4.24140
C 4.57297 3.48437 -3.29394
N 4.32004 4.33821 -2.54535
H 5.41250 1.57464 -3.74901
H 3.99064 1.99071 -4.70409
H 5.54048 2.75488 -5.05196
C 3.45724 -0.88128 4.28829
C 2.21380 -1.07430 5.05306
N 1.23133 -1.22677 5.65716
H 3.42477 0.03374 3.68750
H 4.32920 -0.80526 4.94651
H 3.64258 -1.71328 3.60076
C -0.79977 -6.92896 -0.29334
C -1.37023 -6.34289 0.93114
N -1.82088 -5.87996 1.89863
H -1.02892 -7.99667 -0.37557
H -1.19079 -6.44394 -1.19400
H 0.29047 -6.82915 -0.31966
C 6.84422 -3.40562 2.51316
C 6.52392 -2.32488 3.46062
N 6.27099 -1.47104 4.20921
H 7.36345 -4.23461 3.00555
H 5.94158 -3.81854 2.05047
H 7.49143 -3.05437 1.70260
C -6.73989 4.18339 5.50319
C -5.67017 3.18836 5.68726
N -4.82508 2.40220 5.83281
H -6.83291 4.84290 6.37248
H -6.55396 4.82065 4.63217
H -7.71431 3.70670 5.35307
C 0.33043 0.11536 -6.92884
C 1.30538 1.18125 -6.64314
N 2.07554 2.02346 -6.41741
H -0.33683 0.38780 -7.75334
H 0.82507 -0.82072 -7.20887
H -0.30028 -0.09954 -6.05977
C -0.78661 2.07994 7.43776
C -0.39272 1.92658 6.02723
N -0.08154 1.80528 4.91283
H -0.23910 1.38956 8.08805
H -0.59121 3.09324 7.80435
H -1.85410 1.88359 7.58331
C -2.84166 4.77142 -4.27286
C -2.83983 4.39612 -2.84898
N -2.83841 4.09948 -1.72407
H -3.69274 4.33403 -4.80542
H -2.90075 5.85696 -4.40490
H -1.93299 4.43271 -4.78164
C 4.59525 -1.05180 -8.14292
C 3.42007 -1.48433 -8.91760
N 2.49167 -1.82618 -9.52967
H 5.53128 -1.32162 -8.64323
H 4.60709 0.03367 -7.99821
H 4.61579 -1.51084 -7.14887
C 5.47681 3.00051 3.02123
C 4.80302 2.47181 4.21904
N 4.27056 2.05413 5.16533
H 5.03685 3.94880 2.69497
H 6.54107 3.18345 3.20347
H 5.40793 2.30495 2.17818
C 0.40315 -4.68193 -5.54447
C -0.77203 -5.11446 -6.31915
N -1.70044 -5.45631 -6.93122
H 1.33918 -4.95175 -6.04478
H 0.41499 -3.59646 -5.39976
H 0.42369 -5.14097 -4.55042
C -6.14123 -1.28428 -0.03333
C -7.38467 -1.47730 0.73144
N -8.36714 -1.62977 1.33554
H -6.17370 -0.36926 -0.63412
H -5.26927 -1.20826 0.62489
H -5.95589 -2.11628 -0.72086
```

E, a.u.: -3040.1660
LUMO energy, eV: -4.118
2S+1: 1
Charge: +1


C21H20BrF2INO4 | wB97M-V/def2-TZVPD

Structure (XYZ):
```
50
Properties=species:S:1:pos:R:3
N 4.07458 -0.94076 1.77083
C 2.62629 -1.00268 1.54400
C 2.01101 0.32461 1.06831
C 2.72594 1.41541 0.60504
C 2.10402 2.56646 0.12358
C 2.99898 3.67524 -0.40120
C 3.85620 3.12142 -1.55605
O 2.99853 2.40269 -2.44618
C 0.72203 2.65939 0.10196
Br -0.17287 4.20582 -0.54932
C -0.03174 1.57782 0.56161
C 0.61704 0.44544 1.04030
C -0.26952 -0.67688 1.49581
O -0.07950 -1.30296 2.51072
C -1.43628 -0.92108 0.59660
C -1.82460 -2.20996 0.24273
C -1.12087 -3.45458 0.72570
C -0.27664 -4.05626 -0.42128
O -0.98291 -5.11078 -1.08087
C -2.89630 -2.31794 -0.63758
C -3.53449 -1.20038 -1.11839
F -4.54762 -1.34472 -1.99290
C -3.16712 0.08947 -0.77059
C -3.86137 1.31382 -1.32674
C -4.87937 1.82951 -0.29717
F -6.10124 1.19641 -0.51237
C -2.08941 0.20770 0.10164
C -1.53490 1.53316 0.53932
O -2.23611 2.46094 0.87282
H 4.51651 -0.56333 0.93473
H 4.17519 -0.23700 2.50287
H 2.40143 -1.71977 0.76051
H 2.17406 -1.34247 2.45884
H 3.80585 1.37919 0.59424
H 2.36575 4.42749 -0.86276
H 3.62196 4.09483 0.38652
H 4.33484 3.91940 -2.12123
H 4.56332 2.40854 -1.13081
H 3.34411 1.51729 -2.56496
H -1.88555 -4.18342 0.98869
H -0.44517 -3.26524 1.55043
H 0.69960 -4.38095 -0.06120
H -0.10591 -3.27064 -1.16240
H -0.46544 -5.91465 -1.01616
H -3.20127 -3.31011 -0.94531
H -3.12260 2.07984 -1.54500
H -4.40798 1.00990 -2.21652
H -4.97142 2.91414 -0.30366
H -4.54536 1.52221 0.69004
I 3.45632 -3.57158 2.27279
```

E, a.u.: -4239.4269
LUMO energy, eV: 1.525
2S+1: 1
Charge: -1


Question: Which value of 2S+1 does entry 4 give?
Answer: 1


Question: What is the LUMO energy in the first record?
Answer: -16.382 eV